1.
{
  "formula": "C6H4N4S3",
  "method": "ωB97M-V/def2-TZVPD",
  "largest_force_ha_per_bohr": 0.0211,
  "spin_multiplicity": 1,
  "e_homo_ev": -9.278,
  "smiles": "N#CCSc1nnc(SCC#N)s1",
  "orbital_gap_ev": 9.5,
  "lumo_ev": 0.2,
  "elements": ["N", "C", "C", "S", "C", "N", "N", "C", "S", "C", "C", "N", "S", "H", "H", "H", "H"],
  "coordinates": [[2.931, 1.282, 2.944], [1.793, 1.460, 2.986], [0.343, 1.671, 3.090], [-0.619, 0.146, 3.158], [-0.466, -0.316, 1.478], [0.069, 0.412, 0.560], [0.053, -0.185, -0.660], [-0.484, -1.355, -0.658], [-0.653, -2.391, -2.058], [-0.085, -1.217, -3.327], [-1.062, -0.170, -3.622], [-1.839, 0.648, -3.872], [-1.064, -1.858, 0.920], [0.016, 2.264, 2.238], [0.108, 2.206, 4.016], [0.107, -1.841, -4.219], [0.850, -0.757, -2.975]],
  "lowdin_charge": [0.15, -0.29, -0.47, 0.92, -0.95, -0.04, -0.04, -0.95, 0.92, -0.46, -0.29, 0.15, 0.99, 0.08, 0.09, 0.09, 0.09]
}

=====

2.
{
  "formula": "C6H4N5NdO5",
  "method": "ωB97M-V/def2-TZVPD",
  "charge": 2,
  "largest_force_ha_per_bohr": 0.2472,
  "spin_multiplicity": 4,
  "e_homo_ev": [-15.150, -15.676],
  "orbital_gap_ev": [4.9, 5.6],
  "lumo_ev": [-10.2, -10.1],
  "s_squared": 3.91,
  "elements": ["O", "C", "Nd", "O", "C", "C", "O", "C", "O", "C", "O", "H", "N", "N", "N", "C", "N", "N", "H", "H", "H"],
  "coordinates": [[-1.322, -3.212, -1.324], [-0.605, -2.309, -1.313], [0.343, -0.388, -1.065], [2.738, -2.070, 0.648], [1.997, -1.555, -0.063], [1.811, 1.123, -1.380], [2.438, 2.100, -1.422], [-0.870, 0.420, -2.703], [-0.575, 1.514, -3.120], [1.462, -1.222, -3.071], [1.910, -1.585, -4.072], [-1.746, -0.216, -2.809], [-0.306, 1.452, 3.936], [-0.618, 0.950, 2.687], [-1.910, 0.726, 2.285], [-1.736, 0.244, 1.054], [-0.432, 0.190, 0.755], [0.316, 0.640, 1.794], [0.669, 1.595, 4.189], [-1.038, 1.671, 4.604], [-2.525, -0.067, 0.389]],
  "lowdin_charge": [0.26, -0.09, 1.21, 0.23, -0.09, -0.10, 0.26, -0.35, 0.07, -0.06, 0.20, 0.08, 0.19, -0.17, 0.20, -0.13, -0.28, 0.14, 0.14, 0.15, 0.14]
}

=====

3.
{
  "formula": "C6H4N5O5Tb",
  "method": "ωB97M-V/def2-TZVPD",
  "charge": 2,
  "largest_force_ha_per_bohr": 0.1461,
  "spin_multiplicity": 7,
  "e_homo_ev": [-16.313, -15.409],
  "orbital_gap_ev": [7.1, 6.3],
  "lumo_ev": [-9.3, -9.1],
  "s_squared": 12.89,
  "elements": ["O", "C", "Tb", "O", "C", "C", "O", "C", "O", "C", "O", "H", "N", "N", "N", "C", "N", "N", "H", "H", "H"],
  "coordinates": [[-2.074, 5.068, 2.709], [-1.616, 4.033, 2.516], [0.968, -0.048, 1.130], [-1.640, 1.583, -1.270], [-0.950, 1.249, -0.440], [1.635, 1.212, -1.258], [1.333, 1.701, -2.374], [3.111, 1.571, -0.862], [4.264, 1.545, -0.984], [0.993, 2.912, 0.934], [0.818, 3.996, 0.698], [1.144, -1.894, 2.165], [-0.979, -2.541, -2.052], [-0.991, -2.318, -0.686], [-1.332, -3.354, 0.153], [-0.802, -3.000, 1.297], [-0.078, -1.841, 1.165], [-0.139, -1.472, -0.140], [-1.020, -1.655, -2.544], [-1.733, -3.161, -2.347], [-0.913, -3.586, 2.190]],
  "lowdin_charge": [0.06, 0.02, 1.35, 0.17, -0.08, -0.34, 0.07, 0.02, 0.33, -0.06, 0.14, 0.10, 0.20, -0.15, 0.21, -0.07, -0.29, -0.08, 0.13, 0.15, 0.15]
}

=====

4.
{
  "formula": "C6H4O",
  "method": "ωB97M-V/def2-TZVPD",
  "largest_force_ha_per_bohr": 0.0131,
  "spin_multiplicity": 1,
  "e_homo_ev": -9.378,
  "smiles": "C#CC#C[C@H]1CO1",
  "orbital_gap_ev": 9.8,
  "lumo_ev": 0.4,
  "elements": ["C", "C", "C", "C", "C", "C", "O", "H", "H", "H", "H"],
  "coordinates": [[2.859, -0.638, 0.692], [2.291, 0.194, 0.024], [1.230, 0.918, -0.480], [0.064, 1.231, -0.582], [-1.269, 0.840, -0.134], [-1.633, -0.565, -0.386], [-1.164, -0.157, 0.883], [3.267, -1.386, 1.333], [-2.029, 1.594, 0.052], [-0.938, -1.152, -0.992], [-2.677, -0.877, -0.409]],
  "lowdin_charge": [0.14, -0.13, -0.04, 0.05, -0.29, -0.11, -0.03, 0.04, 0.14, 0.12, 0.11]
}

=====

5.
{
  "formula": "C6H4O",
  "method": "ωB97M-V/def2-TZVPD",
  "largest_force_ha_per_bohr": 0.0109,
  "spin_multiplicity": 1,
  "e_homo_ev": -10.190,
  "smiles": "C#CC(=O)C#CC",
  "orbital_gap_ev": 9.9,
  "lumo_ev": -0.3,
  "elements": ["C", "C", "C", "O", "C", "C", "C", "H", "H", "H", "H"],
  "coordinates": [[-0.594, 2.098, 2.672], [0.128, 1.417, 1.993], [0.888, 0.554, 1.101], [2.091, 0.402, 1.164], [0.106, -0.114, 0.087], [-0.307, -0.684, -0.891], [-0.333, -1.452, -2.129], [-1.189, 2.717, 3.308], [0.003, -2.460, -1.879], [0.463, -0.986, -2.708], [-1.257, -1.491, -2.719]],
  "lowdin_charge": [0.16, -0.04, -0.45, 0.11, 0.05, -0.04, -0.08, 0.04, 0.09, 0.09, 0.08]
}

=====

6.
{
  "formula": "C6H4O",
  "method": "ωB97M-V/def2-TZVPD",
  "largest_force_ha_per_bohr": 0.0478,
  "spin_multiplicity": 1,
  "e_homo_ev": [-7.199, -8.243],
  "orbital_gap_ev": [5.2, 8.0],
  "lumo_ev": [-2.0, -0.3],
  "elements": ["C", "C", "C", "C", "C", "C", "O", "H", "H", "H", "H"],
  "coordinates": [[-0.960, 2.737, -0.671], [-0.851, 1.693, -0.045], [-0.639, 0.476, 0.484], [-0.261, -0.590, 1.200], [0.685, -1.439, 0.573], [0.851, -1.241, -0.803], [0.204, -0.369, -1.436], [-1.219, 3.533, -1.340], [-0.690, -0.817, 2.192], [1.328, -2.069, 1.168], [1.552, -1.913, -1.325]],
  "lowdin_charge": [0.15, -0.14, 0.01, -0.10, -0.04, -0.26, 0.00, 0.04, 0.12, 0.10, 0.12]
}

=====

We obtain molar mass values of 228.33; 370.37; 385.05; 92.10; 92.10; 92.10 g/mol for the records listed above, in that order.
We obtain energy above the lowest of the compared OMol25 structures with the same formula, charge and spin values of 0.00; 156.18; 129.06; 96.18; 58.46; 106.53 kcal/mol for the records listed above, in that order.
We obtain electronic energy values of -44751.22427; -39223.32452; -46381.72731; -8328.26943; -8329.90522; -8327.82042 eV for the records listed above, in that order.